1.
The following is a quantum chemistry calculation of C20H32N6O7Pd as an isolated structure, from the OMol25 dataset.

```
! wB97M-V def2-TZVPD RIJCOSX def2/J DEFGRID3
* xyz 0 3
O -0.93422 -0.75250 -5.19512
H -0.92670 -0.62778 -6.15936
Pd -0.61689 0.65296 -1.89229
N 0.89092 -0.63053 -2.15933
N -1.49873 -1.19200 -1.39833
N 0.21307 2.32261 -1.36181
N -2.23989 1.64000 -0.96492
O 2.05263 -0.13616 -2.11393
O 1.52187 2.39773 -1.42106
O -3.38009 1.06563 -0.52162
O -2.58593 -1.35975 -0.72799
C -0.74253 -2.25242 -1.72675
C 0.56532 -1.92907 -2.20406
C -0.57013 3.28186 -0.96374
C -1.91857 2.87023 -0.60639
C 1.52933 -2.87113 -2.83068
H 1.35803 -2.89133 -3.92214
H 1.42788 -3.89586 -2.45521
H 2.55305 -2.52489 -2.64604
C -1.29056 -3.61309 -1.49919
H -2.23652 -3.72689 -2.03721
H -1.49114 -3.82221 -0.44175
H -0.60462 -4.38483 -1.85059
C 0.04840 4.59839 -0.70600
C -2.82899 3.70687 0.21487
H 0.80675 4.77009 -1.49130
H 0.55938 4.58158 0.27791
H -0.72991 5.37467 -0.73232
H -3.68840 3.13282 0.56410
H -3.18988 4.56171 -0.35938
H -2.31548 4.10806 1.09033
H 1.76077 1.46878 -1.77827
H -3.09877 0.03634 -0.61741
C -3.06026 -0.32127 -4.42423
H -3.06035 -1.37777 -4.26045
H -2.56114 0.40767 -5.06157
H -3.62208 0.18969 -3.58276
O -0.12578 1.30348 -3.65197
H -0.43919 -0.00791 -4.71195
H -0.53690 2.14650 -3.91807
C 1.23443 -0.38079 4.98776
N 0.43885 -0.14935 3.79312
N 0.92726 -0.33529 2.56343
C 0.07519 0.22414 1.62338
O 0.34576 0.23377 0.39619
C -1.01669 0.76183 2.38619
C -0.71552 0.55538 3.71955
C -1.44513 0.97910 4.93069
C 2.09159 -1.11054 2.29817
C 2.30441 -2.32177 2.96926
C 3.49496 -3.00702 2.76960
C 4.43610 -2.52629 1.85167
C 4.17541 -1.35573 1.12475
C 3.00003 -0.66134 1.34329
H 1.33865 -1.45330 5.18860
H 0.70766 0.07629 5.82877
H 2.23263 0.07389 4.90255
H -1.88160 1.23148 1.96102
H -1.72649 0.13673 5.57692
H -0.87918 1.69211 5.54636
H -2.37231 1.48102 4.63991
H 1.53219 -2.70201 3.63641
H 3.67371 -3.92708 3.33618
H 5.36418 -3.07251 1.70386
H 4.90019 -0.99102 0.39153
H 2.76999 0.24803 0.77881
*
```

Output
Expectation value of S² = 2.175
E_LUMO (alpha / beta) = -0.04 / -0.43 eV
Kohn-Sham gap (alpha / beta) = 6.82 / 6.41 eV
Calculated total energy = -1763.97508 hartree
ΔE to the lowest compared entry with this formula, charge and spin = 0.000 eV



2.
The following is a quantum chemistry calculation of one molecule with the formula C20H32O4, from the OMol25 dataset.

```
! wB97M-V def2-TZVPD RIJCOSX def2/J DEFGRID3
* xyz 0 1
C -1.25955 4.82593 -5.58936
C -1.36333 3.73625 -4.52912
C -1.64358 4.32262 -3.14681
C -1.87889 3.26028 -2.07430
C -0.63021 2.44274 -1.75129
C -0.87196 1.49843 -0.56380
O -1.19147 2.23397 0.61414
C 0.33488 0.64383 -0.32782
C 0.33855 -0.69026 -0.34669
C 1.49636 -1.49801 -0.05795
C 1.52341 -2.84371 0.09131
C 0.41598 -3.83931 -0.00762
C 0.13617 -4.55482 1.32442
C -0.67564 -3.73693 2.32924
C 0.04412 -2.49384 2.84546
C -0.71335 -1.82268 3.98987
C -0.11685 -0.44971 4.31148
C -0.27774 0.50293 3.14952
O 0.62447 1.14315 2.65910
O -1.52532 0.58139 2.71775
C 2.88829 -3.29077 0.40004
O 3.25894 -4.43058 0.57218
C 3.77359 -2.05866 0.45778
C 2.84439 -0.87772 0.18749
H -0.45594 5.51823 -5.34744
H -2.18821 5.38926 -5.65060
H -1.05641 4.39256 -6.56590
H -2.16756 3.04685 -4.79642
H -0.43105 3.16914 -4.50905
H -2.53373 4.95307 -3.20976
H -0.80891 4.96199 -2.84954
H -2.67420 2.58641 -2.40087
H -2.21501 3.74798 -1.15671
H -0.33375 1.83857 -2.60941
H 0.19478 3.11654 -1.50549
H -1.75543 0.88200 -0.76198
H -0.36907 2.60872 0.96374
H 1.23415 1.19353 -0.08718
H -0.58061 -1.21788 -0.56589
H -0.49997 -3.37421 -0.37504
H 0.72805 -4.60020 -0.72905
H 1.08637 -4.85137 1.76952
H -0.42254 -5.46723 1.10329
H -0.91270 -4.38336 3.17861
H -1.62252 -3.43728 1.87237
H 0.14874 -1.77280 2.03625
H 1.04793 -2.76621 3.17994
H -1.75923 -1.69174 3.70724
H -0.67875 -2.45088 4.88189
H -0.63726 -0.01372 5.16705
H 0.94445 -0.53118 4.54861
H -1.58057 1.19947 1.93986
H 4.56396 -2.15104 -0.28766
H 4.25444 -2.00379 1.43451
H 2.78441 -0.20463 1.04548
H 3.16486 -0.29135 -0.67536
*
```

Output
E_LUMO = 0.05 eV
Kohn-Sham gap = 8.84 eV
Calculated total energy = -1082.27720 hartree
ΔE to the lowest compared entry with this formula, charge and spin = 0.000 eV



3.
The following is a quantum chemistry calculation of C20H33AlBrCl2F4MgN2NaO11SSi2 as an isolated structure, from the OMol25 dataset.

```
! wB97M-V def2-TZVPD RIJCOSX def2/J DEFGRID3
* xyz 2 1
C -0.86138 -0.66079 3.61546
C -1.94414 -0.73448 2.58851
Cl -3.31178 -1.70170 3.05387
C -1.87249 -0.09337 1.41682
Cl -3.21425 -0.29944 0.25731
Si -0.54169 1.06562 0.74861
C 1.19991 0.80526 1.43993
C 2.37403 1.34976 0.62779
C 2.56557 2.91080 0.84237
C 2.42282 0.92050 -0.89014
O -1.03413 2.63645 0.94688
Si -1.22247 3.56953 -0.45431
H -0.46190 0.33768 3.74009
H -1.15857 -1.08616 4.56366
H -0.04201 -1.28915 3.26940
H -0.49308 0.80759 -0.69419
H 1.21176 1.35915 2.38187
H 1.40482 -0.23011 1.69481
H 3.26786 0.84714 1.10366
H 1.65696 3.48513 0.73447
H 3.35545 3.32980 0.15500
H 2.88428 3.03271 1.87741
H 3.43139 1.21629 -1.31541
H 1.69094 1.41153 -1.63026
H 2.38342 -0.16220 -0.92384
H 0.14621 3.78982 -0.97015
H -1.81048 4.87145 -0.10934
H -1.98155 2.83145 -1.47065
N 4.92475 5.01115 2.90316
O 4.86602 5.01690 1.66216
O 4.12971 4.31640 3.57010
O 5.77954 5.71287 3.49424
Na 4.39862 6.87658 4.50290
O -0.88097 -4.61782 -3.27453
C -2.01458 -4.75053 -2.94277
O -2.62574 -5.94522 -2.78228
C -4.01677 -5.77010 -2.48595
C -4.12860 -4.35660 -1.91810
C -3.01530 -3.62582 -2.66967
H -4.58756 -5.88400 -3.40837
H -4.33289 -6.53191 -1.77883
H -5.11482 -3.91148 -2.03986
H -3.91166 -4.40128 -0.81082
H -3.36403 -3.21810 -3.61676
H -2.53845 -2.82893 -2.08493
N -7.41700 -0.07023 0.57931
C -8.56322 0.23484 1.23109
C -8.20717 0.86411 2.48254
C -6.84677 0.93547 2.52301
C -6.36043 0.34802 1.32332
H -7.36517 -0.52825 -0.31836
H -9.53940 -0.00530 0.80742
H -8.90639 1.21042 3.22583
H -6.24069 1.35325 3.30833
H -5.33701 0.20888 0.97075
F -11.05911 -0.61152 1.22989
Mg 4.55279 2.04376 0.06819
Br 0.29004 1.25172 -3.05569
Al -2.79411 -3.22828 0.33731
O 5.60205 2.88889 -4.10928
C 6.68307 3.31107 -3.81001
O 7.83386 2.85207 -4.32822
C 8.96216 3.47935 -3.67751
C 8.41422 4.77421 -3.08595
C 6.97305 4.38071 -2.77549
H 9.33592 2.79704 -2.91125
H 9.74805 3.64861 -4.40686
H 8.98126 5.12932 -2.22870
H 8.41933 5.56186 -3.83854
H 6.87482 3.92866 -1.78323
H 6.29036 5.21950 -2.87591
C 0.08812 -7.52798 0.89862
F 0.69904 -6.50141 0.28059
F -0.50876 -8.27593 -0.03239
F 1.01738 -8.26513 1.50110
S -1.13534 -6.90601 2.11479
O -2.05773 -6.12266 1.30222
O -0.36136 -6.10435 3.03535
O -1.72124 -8.08497 2.69089
*
```

Output
E_LUMO = -10.66 eV
Kohn-Sham gap = 1.37 eV
Calculated total energy = -7193.92369 hartree



4.
The following is a quantum chemistry calculation of C20H33Cl5IrN2O2Si3 as an isolated structure, from the OMol25 dataset.

```
! wB97M-V def2-TZVPD RIJCOSX def2/J DEFGRID3
* xyz 1 5
Ir 0.22270 -0.22181 -0.86819
Cl 4.84351 5.02538 -2.66014
C 3.51783 3.95336 -2.51296
C 3.72776 2.63528 -2.11119
Cl 5.29976 2.05056 -1.76177
C 2.63600 1.79112 -1.98835
Cl 2.85575 0.11930 -1.53391
C 1.32429 2.20522 -2.23284
O 0.29232 1.40073 -2.07540
C 1.13403 3.53027 -2.65712
Cl -0.46324 4.04296 -3.02152
C 2.21615 4.38879 -2.79655
Cl 1.95710 6.00067 -3.31182
C -2.96573 0.88438 -2.02138
O -2.09736 0.22938 -1.09409
Si -2.32290 -0.17938 0.53763
C -3.14370 -1.84538 0.58426
C -3.44855 1.03958 1.36506
C -0.49674 -0.13263 1.03966
Si 0.01079 1.61365 1.71841
C -0.74539 2.97134 0.66133
C -0.57323 1.83756 3.48007
C 1.87309 1.83314 1.73817
Si 0.14820 -1.59286 2.09881
C -0.83207 -1.67001 3.68997
C 1.97136 -1.39607 2.47845
C -0.02324 -3.26339 1.26266
H -3.96458 0.98535 -1.59537
H -3.02649 0.30041 -2.93933
H -2.56162 1.86954 -2.25182
H -4.19993 -1.71220 0.33275
H -3.10366 -2.30439 1.57463
H -2.71399 -2.54413 -0.13390
H -4.45987 0.90009 0.97207
H -3.16508 2.07997 1.22139
H -3.50050 0.84112 2.43817
H -1.52384 3.49935 1.21535
H -1.16467 2.63690 -0.28811
H 0.02711 3.70920 0.42350
H -1.63360 1.62646 3.62224
H -0.41180 2.88979 3.73708
H -0.00340 1.24134 4.19302
H 2.40036 1.42840 0.87307
H 2.32162 1.39874 2.63199
H 2.07369 2.90877 1.76571
H -0.61406 -0.84017 4.36112
H -0.58049 -2.59585 4.21527
H -1.91069 -1.67987 3.51480
H 2.15605 -0.71438 3.30971
H 2.55542 -1.03399 1.62849
H 2.37144 -2.37318 2.76492
H -1.01275 -3.48759 0.87087
H 0.20315 -4.01424 2.02668
H 0.70118 -3.40058 0.46233
C 2.35992 -3.17380 -1.58375
C 1.00289 -3.05423 -2.17923
N 0.12527 -2.07272 -2.02069
C -1.01553 -2.42515 -2.72556
C -0.81917 -3.62778 -3.30980
N 0.45628 -4.00612 -2.95466
H 2.50878 -2.41375 -0.81979
H 3.13800 -3.07261 -2.34114
H 2.47413 -4.14533 -1.10127
H -1.87471 -1.77959 -2.75954
H -1.44747 -4.23216 -3.93928
H 0.91411 -4.86278 -3.21913
*
```

Output
Expectation value of S² = 6.010
E_LUMO (alpha / beta) = -2.12 / -5.07 eV
Kohn-Sham gap (alpha / beta) = 8.59 / 5.92 eV
Calculated total energy = -4315.50750 hartree
ΔE to the lowest compared entry with this formula, charge and spin = 0.000 eV



5.
The following is a quantum chemistry calculation of C20H33ClNO3PtS6SbSi as an isolated structure, from the OMol25 dataset.

```
! wB97M-V def2-TZVPD RIJCOSX def2/J DEFGRID3
* xyz -2 1
Pt 1.42737 1.40950 -0.21454
S 4.63984 -0.97953 3.27649
Sb 4.60719 0.45541 1.42234
S 2.68325 -0.43402 0.15671
S 2.51380 2.54671 1.44753
S 6.31197 -0.50830 0.07061
C 0.97243 -0.34760 3.45794
C -0.28891 -0.84431 2.75490
C -1.51817 -0.17671 3.37372
C -0.38424 -2.36685 2.88107
O -0.18003 -0.47528 1.38655
Si -1.15351 -0.79112 0.12541
S -0.22248 0.07649 -1.54569
O -2.59077 -0.15885 0.56992
C -3.87724 -0.22996 0.01561
C -3.85003 0.07315 -1.48153
C -4.71411 0.82975 0.74272
C -4.44944 -1.63122 0.26210
O -1.46848 -2.38826 -0.12464
C -0.89659 -3.37512 -0.96318
C -1.46054 -3.21371 -2.37923
C -1.32545 -4.72859 -0.37603
C 0.62612 -3.27858 -1.00084
H 0.91317 -0.56863 4.52061
H 1.08597 0.72646 3.32242
H 1.84800 -0.84720 3.05177
H -1.53982 -0.35107 4.44693
H -2.42216 -0.56953 2.92018
H -1.47262 0.89305 3.18770
H -0.50513 -2.64347 3.92604
H 0.53112 -2.81652 2.50191
H -1.22810 -2.73898 2.30484
H -3.34935 1.02311 -1.64633
H -4.86181 0.12303 -1.87992
H -3.29201 -0.69819 -2.00374
H -4.28932 1.81173 0.55345
H -4.69065 0.64874 1.81493
H -5.74376 0.80244 0.39215
H -3.75639 -2.36248 -0.14254
H -5.42258 -1.74312 -0.21229
H -4.54854 -1.81101 1.33131
H -2.54690 -3.28950 -2.36437
H -1.05403 -3.98322 -3.03167
H -1.17969 -2.23511 -2.76002
H -2.40580 -4.74799 -0.24291
H -0.85416 -4.87024 0.59287
H -1.03084 -5.54116 -1.03716
H 0.92607 -2.33917 -1.45927
H 1.04250 -4.10286 -1.57689
H 1.02825 -3.30466 0.00860
Cl 5.81150 6.92134 -1.59365
C 4.89788 5.44888 -1.71796
C 5.50156 4.23522 -1.41602
C 4.77586 3.07722 -1.55555
C 3.43276 3.08691 -2.00273
C 2.70461 1.88513 -2.19626
C 2.85833 4.35289 -2.26958
C 3.57437 5.51467 -2.12990
H 6.53010 4.20073 -1.08108
H 5.24725 2.13138 -1.32484
H 3.29510 0.97593 -2.28554
H 1.84096 1.93409 -2.85365
H 1.82853 4.40037 -2.58543
H 3.11536 6.47013 -2.34575
S -1.64064 4.75431 -1.52502
C -0.57793 3.70501 -0.97318
N 0.22099 2.97837 -0.52038
*
```

Output
E_LUMO (alpha / beta) = 3.20 / 3.13 eV
Kohn-Sham gap (alpha / beta) = 5.49 / 5.36 eV
Calculated total energy = -4561.06462 hartree
ΔE to the lowest compared entry with this formula, charge and spin = 0.000 eV



6.
The following is a quantum chemistry calculation of C20H33GeN3O3Tl as an isolated structure, from the OMol25 dataset.

```
! wB97M-V def2-TZVPD RIJCOSX def2/J DEFGRID3
* xyz 2 2
Tl -0.35242 -0.65246 -0.47970
C -1.95964 3.32999 0.07617
C -2.32169 2.25263 1.09578
C -2.62121 2.86906 2.46338
C -3.55785 1.46424 0.60720
O -1.29549 1.30097 1.19964
Ge 0.45770 1.44421 1.87699
O 0.66648 -0.40964 1.99090
C 0.47754 -1.36565 3.00121
C 1.33423 -1.03148 4.22351
C -0.99928 -1.45865 3.37045
C 0.95769 -2.69485 2.37702
O 1.15605 1.47308 0.14764
C 2.36716 1.88678 -0.43804
C 3.41993 0.79514 -0.26013
C 2.03458 2.10336 -1.92782
C 2.84654 3.20691 0.16914
H -2.79010 4.01202 -0.07809
H -1.69736 2.86899 -0.87403
H -1.10371 3.89834 0.43771
H -3.44539 3.57214 2.39277
H -1.73016 3.39602 2.81333
H -2.87633 2.09664 3.18546
H -4.39765 2.14263 0.48958
H -3.81949 0.69680 1.32992
H -3.33181 0.99841 -0.35219
H 1.01154 -0.06862 4.62205
H 2.38461 -0.96284 3.95218
H 1.21656 -1.79020 4.99041
H -1.31932 -0.52482 3.82917
H -1.17656 -2.27082 4.06824
H -1.59345 -1.62098 2.47161
H 1.99638 -2.61080 2.06978
H 0.34553 -2.91923 1.50247
H 0.86278 -3.50231 3.09667
H 3.04501 -0.15106 -0.65046
H 3.62986 0.66581 0.80042
H 4.34287 1.05349 -0.77091
H 1.65623 1.17162 -2.34810
H 2.92318 2.41449 -2.46814
H 1.27265 2.87175 -2.02537
H 3.05288 3.05454 1.23027
H 2.08444 3.97659 0.06541
H 3.75397 3.54133 -0.32525
C -2.78229 -2.39205 -2.98702
C -2.87367 -1.13448 -3.60160
C -1.72058 -0.43583 -3.98620
C -0.48675 -1.00408 -3.85512
C -0.33611 -2.40703 -3.39153
C -1.56932 -2.99368 -2.80438
H -3.68174 -2.86859 -2.62550
H -3.84198 -0.67511 -3.73686
H -1.81509 0.56410 -4.38216
H 0.41294 -0.48724 -4.15549
H -0.22324 -2.97956 -4.34607
H -1.48177 -3.95005 -2.30839
N 0.83672 -2.58659 -2.60391
C 1.80023 -3.31815 -2.56575
N 2.88959 -3.80209 -2.46444
C 3.64144 -4.66572 -1.85010
N 4.32415 -5.38739 -1.28375
*
```

Output
Expectation value of S² = 0.757
E_LUMO (alpha / beta) = -9.32 / -9.35 eV
Kohn-Sham gap (alpha / beta) = 5.56 / 6.29 eV
Calculated total energy = -3420.62455 hartree
ΔE to the lowest compared entry with this formula, charge and spin = 0.868 eV



7.
The following is a quantum chemistry calculation of C20H33IrN2OP3 as an isolated structure, from the OMol25 dataset.

```
! wB97M-V def2-TZVPD RIJCOSX def2/J DEFGRID3
* xyz 4 2
Ir -0.01872 0.51064 0.32357
C 3.18832 -0.30332 -0.84698
P 2.28138 0.54625 0.45071
C 2.95049 -0.07353 2.01066
C 2.72103 2.29722 0.34935
C 2.18212 2.87301 1.64465
P 0.40191 2.77414 1.50565
C -0.44547 2.65052 3.06503
C -0.22455 4.10825 0.51006
H 4.26020 -0.16502 -0.68677
H 2.91562 0.10122 -1.82338
H 2.97040 -1.37049 -0.84415
H 4.03837 0.04155 2.00265
H 2.72637 -1.13059 2.12383
H 2.54949 0.44947 2.87627
H 2.32951 2.75922 -0.55947
H 3.80900 2.39678 0.25199
H 2.46151 3.92425 1.80869
H 2.51104 2.35522 2.54273
H -0.19620 3.56719 3.61775
H -0.11187 1.78694 3.63930
H -1.52602 2.61818 2.92415
H -0.11255 5.00921 1.12978
H -1.27730 3.97338 0.29804
H 0.34021 4.23184 -0.41217
N -3.64773 1.17443 -0.27019
C -2.64903 1.70082 -0.96719
N -2.85958 2.24230 -2.15324
O -1.44276 1.71870 -0.48564
H -4.60390 1.22044 -0.59444
H -3.49036 0.87323 0.67821
H -3.78580 2.34632 -2.54596
H -2.08889 2.64005 -2.66812
C 1.13341 -2.77663 1.29531
P 0.20026 -1.76765 0.14986
C 0.66019 -2.13946 -1.50448
C 1.46931 -3.24930 -1.79382
C 1.89701 -3.45644 -3.09426
C 1.54445 -2.55802 -4.09703
C 0.74848 -1.44856 -3.81440
C 0.29381 -1.24199 -2.52607
C -1.53504 -1.68033 0.42230
C -2.44155 -2.04140 -0.61032
C -3.77768 -2.17311 -0.30701
C -4.23403 -1.90791 0.98992
C -3.35660 -1.51074 2.00718
C -2.01163 -1.38723 1.73503
H 0.82380 -3.81913 1.16978
H 0.92662 -2.49763 2.32929
H 2.19657 -2.70160 1.07201
H 1.74985 -3.96038 -1.02757
H 2.50235 -4.32188 -3.32948
H 1.87461 -2.73453 -5.11304
H 0.46594 -0.77126 -4.60930
H -0.39533 -0.42119 -2.33033
H -2.07887 -2.27801 -1.60211
H -4.47243 -2.51198 -1.06500
H -5.28881 -2.02006 1.21527
H -3.72869 -1.34010 3.00933
H -1.32220 -1.13126 2.53356
*
```

Output
Expectation value of S² = 0.761
E_LUMO (alpha / beta) = -15.20 / -15.13 eV
Kohn-Sham gap (alpha / beta) = 5.74 / 5.81 eV
Calculated total energy = -2093.55631 hartree
ΔE to the lowest compared entry with this formula, charge and spin = 0.509 eV